Entry a
Computed, not measured: an isolated molecule of C6H10O, with wB97M-V/def2-TZVPD.

Each line ends with the Mulliken charge.
Atoms and positions in Å:
H  1.212  0.404  2.070  0.2699
H  0.519  0.954  -1.868  0.4827
C  1.640  0.677  -0.026  -0.2410
H  -2.226  1.795  -1.015  0.1945
H  -0.275  -1.478  1.578  0.2746
C  -0.278  -0.598  -0.431  0.0798
C  -2.256  0.753  -1.401  -0.8021
H  2.423  1.423  -0.132  0.4068
C  1.511  -0.196  1.200  -0.5949
H  -1.330  0.727  0.612  0.4782
C  0.686  0.443  -0.927  -0.6283
H  2.455  -0.681  1.473  0.3408
H  0.915  -2.144  0.456  0.3173
H  -0.607  -1.310  -1.187  0.4070
H  -3.280  0.418  -1.153  0.2185
O  -1.538  0.032  -0.031  -0.4029
C  0.431  -1.218  0.782  -0.8009

Computed properties:
Molecular weight = 98.1 g/mol
Charge = 0
Orbital gap = 0.2982 Ha



Entry b
Computed, not measured: a structure of composition C6H10O, with wB97M-V/def2-TZVPD.

Each line ends with the Mulliken charge.
Atoms and positions in Å:
C  0.111  -1.233  0.591  -0.0373
H  0.587  -1.962  1.244  0.4174
H  -2.122  -0.608  -1.290  0.3028
C  0.741  -0.403  -0.250  -0.4586
H  2.309  0.498  1.359  0.2876
C  -0.220  0.463  -1.030  0.1773
H  -0.155  0.391  -2.124  0.3573
H  2.111  -0.595  -0.474  0.2654
H  -2.232  0.875  -0.336  0.3141
H  -2.035  -1.732  0.793  0.3650
H  0.231  1.795  0.243  0.3773
O  0.072  1.806  -0.712  -0.5816
C  -1.614  -0.007  -0.531  -0.7239
H  2.489  1.346  -0.182  0.2525
C  -1.355  -0.881  0.710  -0.5802
H  -1.470  -0.307  1.646  0.2177
C  2.479  0.345  0.274  -0.9528

Computed properties:
Molecular weight = 98.1 g/mol
Charge = 0
Orbital gap = 0.3270 Ha



Entry c
Computed, not measured: a cluster of 3 separate species, C6H10O in total, with wB97M-V/def2-TZVPD.

Each line ends with the Mulliken charge.
Atoms and positions in Å:
C  2.102  0.258  0.414  -1.5462
H  0.822  2.307  -0.592  0.3451
H  0.473  -2.129  0.965  0.3872
H  2.623  -0.539  0.954  0.3604
H  -0.582  -0.172  -1.555  0.1161
C  -1.685  0.338  0.137  -0.5991
H  2.561  0.334  -0.581  0.3254
H  -2.111  -1.902  0.378  0.4075
H  -2.496  0.619  -0.539  0.3102
C  -0.321  0.811  -0.297  0.0506
O  -0.127  2.121  -0.612  -0.5222
H  -1.880  0.717  1.149  0.2531
C  0.633  -0.035  0.323  0.8721
H  2.300  1.199  0.947  0.3514
H  -1.033  -0.966  -1.275  0.0078
C  -0.022  -1.222  0.629  -0.5989
C  -1.360  -1.141  0.189  -0.5203

Computed properties:
Molecular weight = 98.1 g/mol
Charge = 0
Orbital gap = 0.3396 Ha



The most stable of them is entry c.



Entry a
Computed, not measured: a structure of composition C6H10O, with wB97M-V/def2-TZVPD.

Each line ends with the Mulliken charge.
Atoms and positions in Å:
O  -1.351  -0.489  -0.238  -0.3709
H  -1.335  1.970  0.416  0.2201
H  1.580  1.197  -0.327  0.4508
H  0.134  3.062  0.543  0.2854
C  0.545  -1.534  -0.605  -0.7819
H  -0.112  0.082  -1.800  0.3313
C  0.356  1.059  1.525  -0.6152
C  -0.045  -0.150  -0.726  0.1275
C  -1.193  -1.821  -0.681  -0.6080
H  -1.374  -1.907  -1.751  0.2865
H  -0.313  0.338  1.988  0.2382
C  -0.264  2.054  0.581  -0.6401
C  0.590  0.950  0.048  -0.3034
H  1.018  -1.712  0.387  0.3302
H  1.164  -1.967  -1.389  0.3660
H  1.184  1.388  2.146  0.2953
H  -0.584  -2.518  -0.117  0.3882

Computed properties:
Molecular weight = 98.1 g/mol
Charge = 0
Orbital gap = 0.3590 Ha



Entry b
Computed, not measured: an isolated molecule of C6H10O, with wB97M-V/def2-TZVPD.

Each line ends with the Mulliken charge.
Atoms and positions in Å:
O  0.958  3.119  -0.805  -0.5036
H  -0.340  -2.193  2.539  0.2797
C  0.440  0.225  0.320  -0.4725
H  1.644  1.879  -1.811  0.3183
C  -1.071  -1.940  -0.024  -1.3728
C  0.568  1.936  -1.572  -0.6436
H  -2.164  -2.019  0.023  0.3300
H  -0.821  -1.927  -1.075  0.4376
H  -0.819  0.135  -1.070  0.1802
H  1.413  2.721  -0.024  0.2920
C  0.046  0.855  -0.823  0.2024
H  1.326  0.662  0.770  0.3233
H  -0.724  -3.013  0.124  0.3522
C  -0.345  -1.109  2.223  -0.9046
C  -0.217  -0.936  0.837  0.6019
H  0.202  -0.375  2.825  0.2900
H  -0.096  1.980  -2.459  0.2895

Computed properties:
Structure (SMILES) = C=C(C)/C=C/CO
Molecular weight = 98.1 g/mol
Charge = 0
Orbital gap = 0.3221 Ha



Entry c
Computed, not measured: an isolated molecule of C6H10O, with wB97M-V/def2-TZVPD.

Each line ends with the Mulliken charge.
Atoms and positions in Å:
H  -0.285  -0.456  -2.281  0.4120
H  0.740  -1.834  -0.441  0.4733
H  -0.041  1.674  -0.129  0.3192
C  -1.945  0.243  0.662  -1.3659
C  -1.142  -0.717  -0.217  0.0944
H  2.254  0.867  -0.267  0.3348
H  -2.968  -0.100  0.781  0.3667
C  -0.246  -0.024  -1.282  -0.1846
O  0.979  -0.264  0.916  -0.3395
C  2.284  0.152  0.568  -0.7344
H  2.919  -0.698  0.279  0.2999
H  -1.490  0.381  1.646  0.3139
H  -1.676  -1.600  -0.576  0.3762
H  2.709  0.635  1.450  0.2288
C  0.315  -0.880  -0.123  -0.1681
H  -2.042  1.215  0.175  0.3897
C  -0.365  1.405  -1.159  -0.8164

Computed properties:
Molecular weight = 98.1 g/mol
Charge = 0
Orbital gap = 0.3037 Ha



The most stable of them is entry b.



Entry a
Computed, not measured: a cluster of 2 separate species, C2HClN2S in total, with wB97M-V/def2-TZVPD.

Each line ends with the Mulliken charge.
Atoms and positions in Å:
Cl  2.191  0.272  1.121  0.0167
H  -2.753  1.636  -0.028  0.2786
C  -1.713  1.609  -0.213  0.0326
N  1.672  -1.233  0.767  -0.2330
N  -0.666  2.044  -0.380  -0.2991
S  0.188  -2.590  -1.068  -0.3450
C  1.081  -1.738  -0.200  0.5492

Computed properties:
Structure (SMILES) = S=C=NCl.C#N
Molecular weight = 120.6 g/mol
Charge = 0
Orbital gap = 0.3358 Ha



Entry b
Computed, not measured: a cluster of 2 separate species, C2HClN2S in total, with wB97M-V/def2-TZVPD.

Each line ends with the Mulliken charge.
Atoms and positions in Å:
N  -0.444  -1.615  1.160  0.1506
S  0.303  -0.511  -2.072  -0.1434
N  -1.081  -0.696  1.279  -0.0794
C  -0.024  1.520  -0.168  -0.0512
C  -0.049  0.700  -1.062  -0.1360
H  0.091  2.488  0.178  0.3494
Cl  1.204  -1.885  0.684  -0.0899

Computed properties:
Molecular weight = 120.6 g/mol
Charge = 0
Orbital gap (spin up / spin down) = 0.2954 / 0.2235 Ha



The most stable of them is entry a.



Entry a
Computed, not measured: a cluster of 2 separate species, C9H14O in total, with wB97M-V/def2-TZVPD.

Each line ends with the Mulliken charge.
Atoms and positions in Å:
C  1.577  1.239  -0.453  -0.5800
C  -3.501  -1.298  -1.351  -0.8949
H  3.095  -0.041  -2.158  0.3068
O  2.741  -0.659  -1.488  -0.4972
H  0.587  2.614  0.767  0.5379
H  -0.175  0.135  3.354  0.3588
C  0.255  -0.709  0.791  -0.1252
C  -0.419  0.839  2.529  -1.3324
C  -2.905  -0.060  -0.639  -0.4686
C  0.785  1.627  0.632  -0.6464
H  -3.141  -0.303  0.381  0.1893
C  1.727  -0.119  -0.804  0.8152
H  -1.593  0.880  2.641  0.2042
H  1.254  -2.169  -0.643  0.3989
H  -0.473  -1.404  1.345  0.2326
C  1.025  -1.162  -0.289  -0.8934
H  -0.035  1.774  3.034  0.3587
H  2.030  1.970  -1.209  0.1791
H  -2.849  -2.094  -1.123  0.2675
H  -1.838  0.194  -0.940  0.0532
H  -4.503  -1.452  -0.796  0.2450
H  -3.715  -1.251  -2.471  0.2883
H  -3.257  1.004  -0.895  0.3166
C  0.234  0.545  1.354  0.6860

Computed properties:
Structure (SMILES) = Cc1ccc(O)cc1.CC
Molecular weight = 138.2 g/mol
Charge = 0
Orbital gap = 0.3304 Ha



Entry b
Computed, not measured: a cluster of 2 separate species, C9H14O in total, with wB97M-V/def2-TZVPD.

Each line ends with the Mulliken charge.
Atoms and positions in Å:
H  2.275  0.772  -1.510  0.3954
C  -0.165  -0.109  -2.611  -1.4870
C  -1.758  2.329  1.115  -1.2770
H  -1.080  3.025  0.620  0.3246
C  2.479  -0.608  0.070  -0.3900
H  0.519  -0.242  -3.460  0.4455
H  -1.869  2.732  2.123  0.4497
C  0.688  -2.136  0.503  -0.3449
C  1.965  -1.672  0.798  -0.5445
H  -2.336  0.795  2.776  0.2712
O  -1.877  0.143  2.230  -0.5470
C  0.061  -1.648  -0.628  -0.4262
H  3.471  -0.273  0.357  0.3535
H  -0.514  0.913  -2.520  0.2847
H  -0.940  -1.980  -0.882  0.2341
C  0.574  -0.596  -1.384  0.7831
H  -1.272  0.270  0.352  0.0038
C  1.796  -0.063  -1.012  -0.4117
H  -2.632  2.319  0.461  0.3311
H  -0.165  1.005  1.629  0.1086
H  2.503  -2.023  1.659  0.3776
H  -0.848  -0.885  -2.889  0.3713
C  -1.166  0.935  1.195  0.3147
H  0.289  -3.002  1.007  0.3793

Computed properties:
Structure (SMILES) = Cc1ccccc1.CCO
Molecular weight = 138.2 g/mol
Charge = 0
Orbital gap = 0.3667 Ha



The most stable of them is entry b.